1.
This record from the OMol25 dataset describes a molecular structure, C30H34BrClN5NiO5PS. The level of theory is ωB97M-V/def2-TZVPD.

Atoms and positions in Å:
Ni (-0.115, -2.235, 0.878)
O (4.126, -0.496, -1.840)
S (4.207, -0.257, -0.435)
O (5.100, -1.006, 0.378)
O (2.708, -0.444, 0.141)
C (4.342, 1.463, -0.108)
C (5.445, 2.218, -0.480)
C (5.411, 3.575, -0.216)
C (4.290, 4.142, 0.389)
C (3.204, 3.360, 0.748)
C (3.228, 1.987, 0.513)
P (1.860, 0.743, 0.875)
C (0.637, 1.505, -0.274)
C (-0.478, 2.379, 0.395)
C (-0.818, 3.643, -0.315)
C (-0.339, 3.926, -1.528)
C (0.639, 3.054, -2.192)
C (1.128, 1.961, -1.601)
C (2.109, 0.742, 2.666)
C (2.578, -0.454, 3.206)
C (2.800, -0.543, 4.572)
C (2.534, 0.541, 5.396)
C (2.056, 1.727, 4.855)
C (1.855, 1.834, 3.488)
H (6.296, 1.758, -0.965)
H (6.252, 4.199, -0.487)
H (4.267, 5.208, 0.576)
H (2.338, 3.831, 1.198)
H (-0.330, 2.556, 1.462)
H (-1.510, 4.320, 0.174)
H (-0.635, 4.836, -2.032)
H (1.005, 3.348, -3.169)
H (1.895, 1.365, -2.089)
H (2.753, -1.315, 2.568)
H (3.169, -1.470, 4.990)
H (2.697, 0.462, 6.463)
H (1.844, 2.571, 5.498)
H (1.494, 2.770, 3.078)
N (-2.554, -2.020, -0.115)
C (-2.521, -3.350, -0.698)
C (-3.876, -3.871, -1.189)
C (-4.683, -2.878, -2.025)
C (-4.063, -2.458, -3.355)
N (-2.802, -1.698, -3.292)
C (-2.686, -0.404, -3.052)
N (-3.754, 0.317, -2.697)
N (-1.512, 0.213, -3.244)
C (-1.873, -4.359, 0.297)
O (-2.195, -5.534, 0.170)
O (-1.080, -3.871, 1.167)
H (-2.914, -2.047, 0.832)
H (-3.128, -1.363, -0.626)
H (-1.816, -3.331, -1.542)
H (-4.476, -4.147, -0.318)
H (-3.717, -4.798, -1.742)
H (-4.935, -2.002, -1.417)
H (-5.645, -3.327, -2.284)
H (-4.766, -1.862, -3.942)
H (-3.830, -3.346, -3.942)
H (-1.945, -2.222, -3.363)
H (-4.544, -0.141, -2.271)
H (-3.646, 1.297, -2.491)
H (-0.713, -0.325, -3.537)
H (-1.301, 1.075, -2.762)
Cl (2.509, -3.575, 0.740)
C (1.123, -3.069, -0.341)
H (0.767, -4.001, -0.781)
H (1.593, -2.465, -1.123)
Br (-4.185, 1.130, 1.224)
C (-2.319, 0.712, 1.299)
C (-1.799, -0.131, 2.211)
C (-0.494, -0.694, 2.118)
N (0.355, -0.395, 0.960)
C (-0.293, 0.281, -0.178)
C (-1.485, 1.193, 0.183)
H (-2.402, -0.477, 3.044)
H (0.050, -0.867, 3.036)
H (-0.403, -0.398, -1.021)
H (-2.082, 1.408, -0.708)

The calculation puts the highest occupied orbital energy (alpha / beta) at -6.3 / -6.3 eV. The molecular weight comes out at 781.72 g/mol. The total charge is 0. The LUMO energy (alpha / beta) is -0.38 / -0.38 eV. Its HOMO-LUMO gap (alpha / beta) is 5.92 / 5.91 eV. For the energy relative to the best compared isomer or geometry (same formula, charge and spin), the calculation gives 0.00 kcal per mole. As for the energy: -193078.7676 eV.

Mulliken atomic charge list, values in e, 2 entries: number 1, Ni, carries -0.0538; number 2, O, carries -0.6855

2.
This record from the OMol25 dataset describes a molecular structure, C30H34Cl2NP2W. The level of theory is ωB97M-V/def2-TZVPD.

Atoms and positions in Å:
W (-1.439, -0.169, -0.741)
C (2.098, 1.175, 1.828)
N (1.001, 0.698, 0.955)
P (0.994, 0.494, -0.728)
C (1.186, 2.033, -1.621)
C (0.633, 2.134, -2.901)
C (0.780, 3.304, -3.630)
C (1.472, 4.377, -3.084)
C (2.026, 4.281, -1.813)
C (1.887, 3.113, -1.079)
C (2.311, -0.630, -1.134)
C (2.882, -0.611, -2.411)
C (3.875, -1.524, -2.730)
C (4.311, -2.437, -1.780)
C (3.763, -2.441, -0.501)
C (2.760, -1.545, -0.176)
P (-0.486, 0.107, 1.439)
C (-0.524, -0.500, 3.097)
C (-0.594, 0.447, 4.131)
C (-0.535, 0.020, 5.443)
C (-0.418, -1.337, 5.726)
C (-0.367, -2.277, 4.704)
C (-0.416, -1.865, 3.383)
C (-1.763, 1.370, 1.175)
C (-3.049, 1.110, 1.710)
C (-4.018, 2.091, 1.687)
C (-3.724, 3.339, 1.134)
C (-2.468, 3.614, 0.602)
C (-1.482, 2.643, 0.636)
H (3.035, 1.107, 1.277)
H (2.165, 0.530, 2.703)
H (1.926, 2.203, 2.143)
H (0.115, 1.293, -3.355)
H (0.365, 3.373, -4.626)
H (1.588, 5.289, -3.652)
H (2.578, 5.115, -1.401)
H (2.342, 3.048, -0.099)
H (2.574, 0.118, -3.148)
H (4.321, -1.508, -3.715)
H (5.095, -3.139, -2.029)
H (4.127, -3.137, 0.243)
H (2.346, -1.552, 0.825)
H (-0.696, 1.504, 3.911)
H (-0.585, 0.739, 6.250)
H (-0.374, -1.664, 6.757)
H (-0.296, -3.329, 4.940)
H (-0.393, -2.600, 2.594)
H (-3.263, 0.148, 2.164)
H (-4.992, 1.905, 2.117)
H (-4.483, 4.111, 1.133)
H (-2.255, 4.594, 0.196)
H (-0.491, 2.869, 0.259)
Cl (-4.117, -0.481, -1.061)
C (-4.107, 0.623, -2.461)
Cl (-2.454, 1.356, -2.571)
H (-4.815, 1.428, -2.293)
H (-4.278, 0.052, -3.367)
C (-0.467, -4.116, -2.435)
C (-0.135, -3.106, -1.328)
C (0.115, -3.815, -0.005)
C (-1.288, -2.133, -1.176)
H (0.385, -4.774, -2.601)
H (-0.694, -3.626, -3.383)
H (-1.320, -4.734, -2.154)
H (0.757, -2.553, -1.622)
H (-0.781, -4.331, 0.345)
H (0.443, -3.116, 0.765)
H (0.897, -4.563, -0.132)
H (-2.250, -2.662, -1.152)
H (-1.334, -1.477, -2.180)

As for the expectation value of S²: 2.026. The calculation puts the highest occupied orbital energy (alpha / beta) at -17.3 / -17.3 eV. The spin multiplicity is 3. The molecular weight comes out at 725.30 g/mol. The total charge is +3. The LUMO energy (alpha / beta) is -10.01 / -10.91 eV. Its HOMO-LUMO gap (alpha / beta) is 7.29 / 6.38 eV. As for the energy: -78572.4342 eV.

Mulliken atomic charge list, values in e, 2 entries: number 1, W, carries -0.0731; number 2, C, carries -1.2390

3.
This record from the OMol25 dataset describes a molecular structure, C30H34F10N7PdSSi. The level of theory is ωB97M-V/def2-TZVPD.

Atoms and positions in Å:
Pd (-0.337, -0.966, 0.281)
C (-1.256, -4.155, 0.767)
N (-0.519, -3.327, -0.191)
C (-1.125, -3.421, -1.523)
C (-2.378, -2.571, -1.615)
N (-2.023, -1.190, -1.344)
C (-2.835, -0.207, -1.649)
C (-2.237, 1.195, -1.515)
F (-0.926, 1.126, -1.985)
C (-2.943, 2.118, -2.471)
F (-2.282, 3.144, -2.972)
C (-4.327, 2.017, -2.733)
F (-4.968, 3.062, -3.229)
C (-4.962, 0.854, -2.459)
F (-6.275, 0.701, -2.561)
C (-4.174, -0.282, -2.029)
F (-4.825, -1.434, -2.011)
C (0.899, -3.723, -0.200)
C (1.639, -3.084, 0.961)
N (1.534, -1.640, 0.797)
C (2.522, -0.858, 1.349)
C (2.997, 0.299, 0.693)
F (0.423, 0.999, 0.548)
C (3.991, 1.078, 1.263)
F (4.453, 2.160, 0.619)
C (4.573, 0.753, 2.472)
F (5.541, 1.504, 2.992)
C (4.118, -0.373, 3.135)
F (4.635, -0.700, 4.314)
C (3.113, -1.146, 2.584)
F (2.672, -2.185, 3.313)
H (-1.224, -5.212, 0.473)
H (-2.297, -3.841, 0.822)
H (-0.820, -4.058, 1.757)
H (-1.357, -4.462, -1.781)
H (-0.403, -3.048, -2.250)
H (-3.131, -2.910, -0.896)
H (-2.821, -2.684, -2.608)
H (1.342, -3.355, -1.127)
H (0.995, -4.816, -0.181)
H (2.684, -3.415, 0.937)
H (1.234, -3.439, 1.914)
C (-1.773, -1.803, 3.139)
C (-2.601, -0.722, 2.510)
C (-3.786, -0.322, 3.119)
C (-4.539, 0.679, 2.542)
C (-4.056, 1.299, 1.402)
C (-2.843, 0.889, 0.867)
N (-2.160, -0.148, 1.382)
N (-2.282, 1.670, -0.175)
Si (-1.642, 3.281, 0.347)
C (-0.191, 3.798, -0.695)
C (-1.190, 3.101, 2.141)
C (-3.016, 4.535, 0.130)
H (-2.176, -2.787, 2.898)
H (-1.790, -1.702, 4.223)
H (-0.738, -1.750, 2.799)
H (-4.101, -0.804, 4.034)
H (-5.477, 0.992, 2.982)
H (-4.584, 2.117, 0.933)
H (0.488, 2.964, -0.849)
H (0.346, 4.576, -0.145)
H (-0.493, 4.218, -1.655)
H (-0.484, 2.276, 2.248)
H (-2.053, 2.935, 2.788)
H (-0.699, 4.018, 2.476)
H (-3.438, 4.521, -0.878)
H (-2.617, 5.540, 0.293)
H (-3.831, 4.392, 0.841)
C (4.687, -1.489, -1.108)
N (4.748, -0.204, -1.779)
C (5.904, 0.207, -2.588)
C (5.377, 1.446, -3.332)
N (4.137, 1.720, -2.605)
C (3.826, 0.741, -1.763)
S (2.320, 0.805, -0.863)
H (5.154, -2.234, -1.751)
H (3.644, -1.757, -0.946)
H (5.207, -1.462, -0.150)
H (6.190, -0.597, -3.264)
H (6.750, 0.435, -1.936)
H (5.169, 1.242, -4.382)
H (6.059, 2.290, -3.263)
H (3.629, 2.587, -2.625)

As for the expectation value of S²: 6.039. The calculation puts the highest occupied orbital energy (alpha / beta) at -9.7 / -10.2 eV. The spin multiplicity is 5. The molecular weight comes out at 849.20 g/mol. The total charge is +1. The LUMO energy (alpha / beta) is -1.97 / -4.66 eV. Its HOMO-LUMO gap (alpha / beta) is 7.75 / 5.57 eV. As for the energy: -91451.5902 eV.

Mulliken atomic charge list, values in e, 2 entries: number 1, Pd, carries 0.1798; number 2, C, carries -1.5705